{
  "formula": "C3H8NO2S",
  "method": "ωB97M-V/def2-TZVPD",
  "homo_energy_ev": -3.23,
  "multiplicity": 1,
  "energy_ev": -19662.161,
  "lumo_ev": 3.9,
  "charge": -1,
  "fmax_ev_per_a": 0.68,
  "gap_ha": 0.26023,
  "elements": ["O", "C", "C", "C", "S", "N", "H", "H", "H", "H", "H", "H", "H", "H", "O"],
  "xyz": [[-1.543, 1.441, -1.734], [-0.943, 0.648, -1.054], [0.501, 0.790, -0.638], [0.774, 0.049, 0.675], [0.774, -1.784, 0.494], [1.274, 0.305, -1.774], [-1.425, -0.285, -0.708], [0.705, 1.856, -0.479], [1.758, 0.330, 1.058], [-0.018, 0.365, 1.363], [1.528, -0.662, -1.582], [2.082, 0.869, -1.977], [-1.170, -1.627, 1.782], [-2.338, -0.711, 2.208], [-1.960, -1.584, 2.366]],
  "forces_ev_per_a": [[-0.151, 0.309, -0.070], [-0.118, -0.228, 0.194], [0.354, 0.142, 0.100], [-0.060, -0.592, -0.333], [-0.217, 0.314, 0.060], [-0.058, -0.059, -0.287], [-0.039, -0.070, -0.016], [-0.102, 0.038, -0.211], [-0.173, 0.304, 0.116], [0.230, 0.044, 0.288], [0.108, -0.057, 0.036], [0.157, 0.000, 0.162], [0.157, -0.265, -0.062], [0.108, -0.200, -0.012], [-0.195, 0.321, 0.034]],
  "mulliken_charge": [-0.51, -0.19, 0.39, -0.99, -0.61, -0.62, 0.34, 0.29, 0.27, 0.32, 0.22, 0.21, 0.25, 0.29, -0.66]
}

=====

{
  "formula": "C3H8NO2S",
  "method": "ωB97M-V/def2-TZVPD",
  "homo_energy_ev": -3.22,
  "multiplicity": 1,
  "energy_ev": -19661.025,
  "lumo_ev": 4.0,
  "charge": -1,
  "fmax_ev_per_a": 2.63,
  "gap_ha": 0.26650,
  "elements": ["C", "C", "C", "N", "O", "O", "S", "H", "H", "H", "H", "H", "H", "H", "H"],
  "xyz": [[-1.111, 1.230, 0.545], [0.052, -1.686, 0.171], [-0.680, 0.555, -0.799], [0.395, -0.518, -0.655], [2.858, -0.822, 0.259], [2.113, 1.262, -0.979], [1.817, 0.285, 0.112], [-1.810, 2.114, 0.455], [-1.514, 0.455, 1.294], [0.853, -2.337, 0.426], [-0.326, -1.303, 1.173], [-0.643, -2.385, -0.356], [-1.591, 0.131, -1.407], [-0.142, 1.638, 1.113], [-0.271, 1.379, -1.354]],
  "forces_ev_per_a": [[1.096, -0.202, 2.133], [-1.903, 1.052, 0.442], [-0.974, -1.275, 0.513], [-0.096, 0.222, 0.020], [-1.627, 1.201, -0.576], [0.107, -0.302, 0.460], [1.651, -0.543, -0.211], [0.529, -1.144, -0.150], [0.170, 1.242, -1.120], [1.350, 0.076, -0.177], [-0.192, -0.919, -0.864], [-0.145, 0.858, 0.448], [1.575, 0.616, 1.250], [-2.039, -0.795, -1.460], [0.498, -0.088, -0.706]],
  "mulliken_charge": [-0.80, -0.78, -0.45, -0.23, -0.62, -0.61, 0.37, 0.34, 0.21, 0.32, 0.26, 0.22, 0.27, 0.21, 0.29]
}

=====

{
  "formula": "C3H8NO2S",
  "method": "ωB97M-V/def2-TZVPD",
  "homo_energy_ev": -4.14,
  "multiplicity": 1,
  "energy_ev": -19662.917,
  "lumo_ev": 3.5,
  "charge": -1,
  "fmax_ev_per_a": 3.60,
  "gap_ha": 0.28230,
  "elements": ["C", "S", "C", "H", "H", "H", "H", "H", "H", "N", "C", "O", "O", "H", "H"],
  "xyz": [[-0.190, -1.522, 1.277], [1.606, -1.690, 0.962], [1.615, -0.789, -0.597], [-0.742, -2.068, 0.513], [-0.479, -0.460, 1.210], [-0.399, -1.959, 2.275], [2.645, -0.656, -0.967], [0.977, -1.257, -1.348], [1.157, 0.201, -0.389], [-2.055, 2.428, -1.028], [-1.125, 1.450, -0.585], [-0.034, 1.802, -0.099], [-1.435, 0.200, -0.836], [-1.669, 3.356, -1.025], [-2.853, 2.032, -1.555]],
  "forces_ev_per_a": [[0.299, 0.008, 0.429], [-0.398, -0.176, 0.071], [-0.140, 0.971, -0.042], [-0.024, 0.074, 0.042], [0.133, -0.530, 0.097], [0.132, 0.289, -0.483], [-0.309, -0.221, 0.197], [0.166, -0.189, 0.043], [0.377, -0.473, -0.254], [-0.050, -1.412, 0.529], [-0.217, -3.251, -1.527], [-0.291, 1.028, 0.405], [-0.224, 2.691, 0.473], [-0.585, 0.117, -0.449], [1.128, 1.074, 0.469]],
  "mulliken_charge": [-0.62, -0.19, -0.46, 0.21, 0.15, 0.31, 0.31, 0.22, 0.07, -0.51, 0.62, -0.77, -0.76, 0.21, 0.21]
}

=====

{
  "formula": "C3H8NO3",
  "method": "ωB97M-V/def2-TZVPD",
  "homo_energy_ev": -3.25,
  "multiplicity": 1,
  "energy_ev": -10868.770,
  "lumo_ev": 2.8,
  "charge": -1,
  "fmax_ev_per_a": 7.49,
  "gap_ha": 0.22386,
  "elements": ["C", "C", "C", "O", "O", "N", "H", "H", "H", "H", "H", "H", "H", "H", "O"],
  "xyz": [[0.084, 0.835, -0.283], [-0.459, -0.396, 0.390], [-2.004, -0.327, 0.019], [-2.110, 0.094, -1.414], [-2.901, -0.594, 0.961], [1.480, 1.056, 0.041], [-0.543, 1.688, 0.168], [-0.065, 1.041, -1.363], [-0.310, -0.279, 1.579], [0.115, -1.365, 0.126], [1.846, 0.280, 0.700], [1.897, 0.846, -0.950], [-2.079, 0.811, -0.461], [2.918, -2.006, 0.013], [2.129, -1.685, 0.476]],
  "forces_ev_per_a": [[0.472, 2.120, 1.100], [-1.147, -0.874, 1.050], [-0.570, -5.493, 5.062], [-1.623, 0.705, 6.035], [3.459, 1.773, -6.036], [1.470, -0.828, -2.016], [0.483, -0.403, -0.227], [0.015, -1.018, 0.603], [-0.608, -0.257, -2.774], [-0.776, 1.290, 0.090], [-0.500, 0.752, -1.794], [-0.049, 0.273, 3.042], [-0.474, 1.943, -4.286], [-0.269, 0.091, 0.199], [0.116, -0.075, -0.047]],
  "mulliken_charge": [-0.74, -0.13, 0.49, -0.42, -0.58, -0.69, 0.18, 0.34, 0.22, 0.32, 0.42, 0.29, 0.24, 0.12, -1.06]
}

=====

{
  "formula": "C3H8NO3",
  "method": "ωB97M-V/def2-TZVPD",
  "homo_energy_ev": -3.09,
  "multiplicity": 1,
  "energy_ev": -10871.915,
  "smiles": "CC[C@]([O-])(O)NO",
  "lumo_ev": 4.3,
  "charge": -1,
  "fmax_ev_per_a": 4.02,
  "gap_ha": 0.27065,
  "elements": ["C", "C", "C", "O", "O", "N", "O", "H", "H", "H", "H", "H", "H", "H", "H"],
  "xyz": [[-1.341, -0.062, 1.369], [-0.121, -0.789, 0.900], [0.225, -0.379, -0.542], [-0.621, -0.281, -1.466], [1.358, -1.028, -0.944], [0.896, 1.207, -0.324], [0.554, 1.915, -1.506], [-1.634, -0.263, 2.328], [-1.114, 0.931, 1.112], [-2.172, -0.358, 0.740], [0.702, -0.630, 1.693], [-0.208, -1.863, 0.773], [1.603, -0.614, -1.764], [1.929, 1.027, -0.443], [-0.055, 1.188, -1.925]],
  "forces_ev_per_a": [[-0.094, -1.065, -2.895], [1.358, -0.671, 0.414], [1.593, 3.477, 1.228], [-2.220, -0.023, -0.756], [2.282, -2.626, 0.568], [0.810, -0.461, 0.718], [-0.855, -0.817, -0.927], [-0.384, -0.151, 2.749], [-0.091, 1.771, 0.334], [-0.328, 0.015, -0.311], [-0.713, -0.045, -1.675], [-0.443, -0.533, 0.527], [-0.034, 0.123, -0.677], [-1.346, 0.106, 0.229], [0.463, 0.900, 0.474]],
  "mulliken_charge": [-1.29, -0.39, 0.61, -0.94, -0.59, -0.61, -0.43, 0.45, 0.35, 0.25, 0.23, 0.33, 0.39, 0.29, 0.36]
}

=====

{
  "formula": "C3H8NO3",
  "method": "ωB97M-V/def2-TZVPD",
  "homo_energy_ev": -3.43,
  "multiplicity": 1,
  "energy_ev": -10870.761,
  "lumo_ev": 3.3,
  "charge": -1,
  "fmax_ev_per_a": 5.15,
  "gap_ha": 0.24643,
  "elements": ["O", "C", "N", "C", "O", "C", "H", "H", "H", "H", "H", "H", "H", "H", "O"],
  "xyz": [[-1.844, -1.000, 0.338], [-1.642, 0.141, -0.081], [-0.457, 0.943, -0.136], [0.646, 0.039, 0.161], [1.884, 0.665, -0.072], [-2.656, 0.745, -1.062], [-1.191, 0.846, 0.865], [0.675, -0.863, -0.470], [0.654, -0.302, 1.203], [-2.212, 0.691, -2.055], [-3.639, 0.279, -1.088], [-2.799, 1.817, -0.871], [2.637, 0.007, 0.185], [3.644, -1.759, 0.038], [3.314, -1.270, 0.804]],
  "forces_ev_per_a": [[0.764, 0.606, 0.295], [-2.017, -1.886, -4.353], [-2.003, -1.878, 2.433], [3.332, -0.370, 0.663], [-0.853, 1.230, -0.337], [-0.380, 1.041, 0.393], [2.480, 2.503, 0.395], [-0.985, 0.040, -0.017], [-0.421, -0.147, -0.098], [0.096, -0.150, 0.024], [0.166, -0.289, 0.304], [0.087, -0.146, -0.018], [-0.271, -0.918, 0.588], [-0.019, 0.040, 0.209], [0.024, 0.324, -0.480]],
  "mulliken_charge": [-0.60, 0.68, -0.30, -0.19, -0.58, -0.97, 0.21, 0.18, 0.19, 0.23, 0.34, 0.31, 0.43, 0.16, -1.09]
}